--- a ---
Here is 2 unconnected molecules or ions with the total composition C5H15NOS from OMol25. Energies are from the ωB97M-V functional and the def2-TZVPD basis.

Values from the calculation:
Molecular weight (g/mol): 137.2
Structure (SMILES): CN[C@@H](C)CCS.O
LUMO (hartree): 0.030
Kohn-Sham gap (eV): 9.63
E_HOMO (eV): -8.82

The geometry in XYZ format:
```
23
C5H15NOS, DFT the ωB97M-V functional and the def2-TZVPD basis
C 1.389 1.656 -1.076
N 0.342 0.741 -0.644
C 0.399 0.330 0.739
C 0.310 1.509 1.744
C -0.691 -0.672 1.120
C -0.871 -1.848 0.165
S -2.315 -2.858 0.685
H 2.346 1.194 -0.849
H 1.295 1.820 -2.146
H 1.372 2.623 -0.567
H -0.589 1.073 -0.870
H 1.362 -0.153 0.952
H 1.039 2.272 1.456
H -0.686 1.937 1.644
H 0.507 1.134 2.747
H -0.544 -1.074 2.117
H -1.647 -0.131 1.183
H -1.041 -1.445 -0.822
H -0.023 -2.519 0.194
H -1.658 -4.020 0.637
O -0.047 -0.893 -2.939
H -0.600 -0.203 -3.317
H 0.352 -0.472 -2.151
```

=====

--- b ---
Here is 2 unconnected molecules or ions with the total composition C5H15NOS from OMol25. Energies are from the ωB97M-V functional and the def2-TZVPD basis.

Values from the calculation:
Molecular weight (g/mol): 137.2
Structure (SMILES): CSCC[C@@H](C)N.O
LUMO (hartree): 0.031
Kohn-Sham gap (eV): 9.45
E_HOMO (eV): -8.59

The geometry in XYZ format:
```
23
C5H15NOS, DFT the ωB97M-V functional and the def2-TZVPD basis
C 0.771 0.048 2.685
S -0.916 0.474 3.126
C -1.574 1.047 1.426
C -1.652 -0.084 0.384
C -0.239 -0.107 -0.492
C -0.164 -1.554 -1.107
N -0.242 0.894 -1.465
H 1.503 0.690 3.324
H 0.902 -1.009 2.387
H 0.991 0.465 1.720
H -1.226 2.073 1.177
H -2.552 1.394 1.638
H -1.784 -1.155 0.769
H -2.403 0.003 -0.363
H 0.531 -0.106 0.253
H -1.129 -1.922 -1.515
H 0.620 -1.721 -1.877
H 0.080 -2.413 -0.444
H -0.344 1.846 -1.108
H -0.947 0.699 -2.164
O 3.452 0.153 -2.488
H 3.773 0.086 -3.342
H 2.548 0.199 -2.523
```

=====

The least stable of them is b.

=====

--- a ---
Here is C5H10NP in the gas phase from OMol25. Energies are from the ωB97M-V functional and the def2-TZVPD basis.

Values from the calculation:
Molecular weight (g/mol): 115.1
Structure (SMILES): C=CN(C=C)PC
LUMO (hartree): 0.036
Kohn-Sham gap (eV): 8.72
E_HOMO (eV): -7.74

The geometry in XYZ format:
```
17
C5H10NP, DFT the ωB97M-V functional and the def2-TZVPD basis
C 1.608 1.543 -0.503
C 0.507 1.174 0.178
N -0.061 -0.119 0.421
C 0.653 -1.270 0.654
C 1.974 -1.407 0.835
P -1.753 -0.135 0.811
C -2.406 0.337 -0.861
H 2.022 2.539 -0.594
H 2.236 0.916 -1.003
H -0.037 1.947 0.712
H 0.109 -2.206 0.485
H 2.302 -2.437 0.833
H 2.791 -0.767 0.854
H -1.998 -1.539 0.514
H -1.971 1.247 -1.283
H -3.476 0.692 -0.472
H -2.502 -0.516 -1.581
```

=====

--- b ---
Here is a molecular structure, C5H10NP from OMol25. Energies are from the ωB97M-V functional and the def2-TZVPD basis.

Values from the calculation:
Molecular weight (g/mol): 115.1
LUMO (hartree): -0.006
Kohn-Sham gap (eV): 7.57
E_HOMO (eV): -7.72

The geometry in XYZ format:
```
17
C5H10NP, DFT the ωB97M-V functional and the def2-TZVPD basis
C -0.690 1.385 0.767
C -1.129 1.326 -0.668
C -1.120 -1.235 0.303
C 0.311 -1.766 0.116
C -0.512 0.122 -0.018
N 0.681 -0.494 -0.484
P 2.803 0.361 0.082
H 0.198 1.952 1.008
H -1.453 1.392 1.531
H -2.183 1.300 -0.893
H -0.530 1.843 -1.402
H -1.809 -1.583 -0.464
H -1.562 -1.354 1.290
H 0.803 -1.994 1.064
H 0.457 -2.600 -0.573
H 2.484 1.559 -0.559
H 3.252 -0.211 -1.100
```

=====

The least stable of them is b.

=====

--- a ---
Here is a gas-phase ion, C3H5N4 (charge +1) from OMol25. Energies are from the ωB97M-V functional and the def2-TZVPD basis.

Values from the calculation:
Charge: +1
Molecular weight (g/mol): 97.1
Structure (SMILES): [H]/N=N/C=C(/C)[N+]#N
LUMO (alpha / beta) (hartree): -0.210 / -0.210
Kohn-Sham gap (alpha / beta) (eV): 7.49 / 7.49
E_HOMO (alpha / beta) (eV): -13.21 / -13.21

The geometry in XYZ format:
```
12
C3H5N4, DFT the ωB97M-V functional and the def2-TZVPD basis
H -2.915 -1.837 0.975
N -2.613 -1.466 0.081
N -1.447 -1.278 -0.018
C -0.256 -0.973 -0.225
C 0.324 0.367 -0.356
C 1.712 0.570 0.137
N -0.536 1.622 -0.332
N -0.907 2.634 -0.645
H 0.467 -1.654 -0.324
H 2.460 0.109 -0.557
H 1.928 1.755 0.086
H 1.784 0.152 1.178
```

=====

--- b ---
Here is 2 unconnected molecules or ions with the total composition C3H5N4 from OMol25. Energies are from the ωB97M-V functional and the def2-TZVPD basis.

Values from the calculation:
Charge: +1
Molecular weight (g/mol): 97.1
LUMO (alpha / beta) (hartree): -0.245 / -0.254
Kohn-Sham gap (alpha / beta) (eV): 9.54 / 6.28
E_HOMO (alpha / beta) (eV): -16.20 / -13.18

The geometry in XYZ format:
```
12
C3H5N4, DFT the ωB97M-V functional and the def2-TZVPD basis
C -1.085 -0.543 -0.497
C -0.531 -1.273 2.215
C 0.877 1.776 -1.915
N 0.916 0.181 -0.081
N -0.908 0.335 -1.428
N 0.057 -0.749 0.208
N 0.343 0.865 -1.162
H -1.881 -1.189 -0.376
H 0.507 -1.039 2.414
H -0.985 -2.179 2.103
H 0.463 2.227 -2.821
H 1.787 2.249 -1.600
```

=====

The least stable of them is b.

=====

--- a ---
Here is C2ClF3N2 in the gas phase from OMol25. Energies are from the ωB97M-V functional and the def2-TZVPD basis.

Values from the calculation:
Molecular weight (g/mol): 144.5
Structure (SMILES): FC(F)(F)C1(Cl)N=N1
LUMO (hartree): -0.005
Kohn-Sham gap (eV): 10.51
E_HOMO (eV): -10.66

The geometry in XYZ format:
```
8
C2ClF3N2, DFT the ωB97M-V functional and the def2-TZVPD basis
F 1.771 0.010 -1.095
C 0.642 0.527 -0.577
F -0.231 1.012 -1.445
F 0.920 1.443 0.298
C -0.192 -0.681 0.290
Cl 0.621 -2.156 0.230
N -1.574 -0.466 0.417
N -0.959 -0.358 1.458
```

=====

--- b ---
Here is 2 unconnected molecules or ions with the total composition C2ClF3N2 from OMol25. Energies are from the ωB97M-V functional and the def2-TZVPD basis.

Values from the calculation:
Molecular weight (g/mol): 144.5
LUMO (hartree): -0.008
Kohn-Sham gap (eV): 10.06
E_HOMO (eV): -10.26

The geometry in XYZ format:
```
8
C2ClF3N2, DFT the ωB97M-V functional and the def2-TZVPD basis
C -1.014 0.033 0.020
C 1.206 -0.019 -0.127
N -1.521 0.780 1.016
N -1.518 -0.414 1.246
F 1.408 -0.308 -1.476
F 1.500 1.194 0.169
F 1.745 -0.925 0.607
Cl -1.807 -0.339 -1.456
```

=====

The least stable of them is b.